[1]
Entry from the OMol25 dataset: a 2-piece molecular cluster, C6H14O2 overall in a non-equilibrium geometry (ωB97M-V/def2-TZVPD).

Structure (ORCA input):
```
! RIJCOSX wB97M-V def2-TZVPD def2/J DEFGRID3
* xyz 0 1
C -0.570 3.032 -0.090
C -0.342 1.882 0.885
C -0.926 0.571 0.595
C -0.068 -1.939 -2.176
O 1.260 -2.258 -1.936
C -0.626 -1.179 -1.029
C -0.018 -0.219 -0.339
H -0.004 2.969 -1.083
H -1.596 3.043 -0.301
H -0.087 3.860 0.414
H -0.855 2.143 1.904
H 0.785 1.747 1.208
H -1.225 -0.031 1.577
H -1.929 0.652 0.131
H -0.459 -2.921 -2.327
H -0.008 -1.286 -3.141
H 1.401 -2.445 -0.934
H -1.534 -1.379 -0.469
H 1.096 0.141 -0.453
H 0.573 -0.105 4.147
H 1.858 0.138 2.930
O 0.900 -0.169 3.102
*
```

Summary:
SMILES string ... CCC/C=C/CO.O
Orbital gap ... 9.4 eV
LUMO level ... 0.5 eV
Energy above the lowest of the compared OMol25 structures with the same formula, charge and spin ... 370.9 kJ/mol

Here are the natural (NBO) charges for atoms 1 to 6, given in e: number 1, C, carries -0.6151; number 2, C, carries -0.3852; number 3, C, carries -0.4554; number 4, C, carries -0.0948; number 5, O, carries -0.7272; number 6, C, carries -0.2595

=====

[2]
Entry from the OMol25 dataset: C6H14O2 as an isolated structure in a non-equilibrium geometry (ωB97M-V/def2-TZVPD).

Structure (ORCA input):
```
! RIJCOSX wB97M-V def2-TZVPD def2/J DEFGRID3
* xyz 0 1
C -1.628 -1.621 -1.884
C -1.257 -0.371 -1.199
C 0.010 0.597 -0.317
C 1.199 0.817 -1.174
C -1.319 -0.609 1.428
C -0.533 -0.697 0.071
H -2.495 -2.064 -1.396
H -1.867 -1.673 -2.951
H -0.769 -2.307 -1.728
H -0.633 1.455 -0.163
H 0.897 1.454 -2.010
H 1.935 1.339 -0.531
H 1.401 -0.147 -1.666
H -1.271 0.359 1.925
H -2.357 -0.882 1.228
H 0.202 -1.500 0.207
H 2.337 0.195 2.458
H -0.868 -1.379 2.016
O 2.312 0.197 1.490
H 1.539 3.225 1.638
H 1.837 1.214 1.354
O 1.329 2.398 1.204
*
```

Summary:
Orbital gap ... 5.2 eV
LUMO level ... -2.6 eV
Energy above the lowest of the compared OMol25 structures with the same formula, charge and spin ... 795.2 kJ/mol

Here are the natural (NBO) charges for atoms 1 to 6, given in e: number 1, C, carries -0.7617; number 2, C, carries 0.4162; number 3, C, carries 0.1995; number 4, C, carries -0.6995; number 5, C, carries -0.5642; number 6, C, carries -0.4654

=====

[3]
Entry from the OMol25 dataset: one molecule with the formula C6H14O3Si2 in a non-equilibrium geometry (ωB97M-V/def2-TZVPD).

Structure (ORCA input):
```
! RIJCOSX wB97M-V def2-TZVPD def2/J DEFGRID3
* xyz 0 1
C 2.960 -0.504 -0.697
C -3.250 0.141 -0.960
C 2.446 0.677 -0.406
C -2.732 -0.277 0.198
C 4.286 -0.678 -1.366
C -4.604 0.706 -1.189
O -0.139 -1.540 -0.767
O -1.350 -2.143 1.575
O 0.119 0.197 1.392
Si 1.183 1.207 0.833
Si -1.081 -1.058 0.475
H 2.327 -1.337 -0.328
H -2.522 0.099 -1.773
H 3.012 1.624 -0.524
H -3.399 -0.431 1.070
H 4.509 0.102 -1.957
H 4.290 -1.586 -1.978
H 4.970 -0.888 -0.585
H -5.284 0.615 -0.278
H -5.139 0.296 -1.980
H -4.459 1.766 -1.286
H 0.612 -1.003 -0.956
H -0.684 -2.604 1.998
H 1.948 1.452 2.052
H 0.315 2.233 0.284
*
```

Summary:
SMILES string ... C/C=C/[SiH2]O[Si](O)(O)/C=C/C
Orbital gap ... 10.3 eV
LUMO level ... 0.7 eV
Energy above the lowest of the compared OMol25 structures with the same formula, charge and spin ... 0.0 kJ/mol

Here are the natural (NBO) charges for atoms 1 to 6, given in e: number 1, C, carries -0.1445; number 2, C, carries -0.0927; number 3, C, carries -0.7109; number 4, C, carries -0.7514; number 5, C, carries -0.6403; number 6, C, carries -0.6553

=====

[4]
Entry from the OMol25 dataset: C6H14O5Pb as an isolated structure in a non-equilibrium geometry (ωB97M-V/def2-TZVPD).

Structure (ORCA input):
```
! RIJCOSX wB97M-V def2-TZVPD def2/J DEFGRID3
* xyz 0 1
Pb -5.140 2.556 9.352
C -9.060 3.113 9.801
O -7.790 3.574 10.272
C -7.704 4.973 10.372
C -6.357 5.338 10.906
O -5.327 5.036 10.000
C -4.077 5.595 10.410
H -9.847 3.398 10.502
H -9.001 2.018 9.728
H -9.267 3.517 8.815
H -8.459 5.351 11.084
H -7.894 5.428 9.396
H -6.197 4.776 11.844
H -6.360 6.419 11.116
H -4.138 6.667 10.451
H -3.323 5.277 9.698
H -3.828 5.244 11.430
C -3.876 2.304 12.329
O -4.924 2.243 11.396
H -3.747 1.316 12.798
H -4.113 3.052 13.101
H -2.917 2.554 11.860
O -2.084 4.246 8.476
C -2.250 3.106 8.059
O -3.117 2.244 8.417
H -1.579 2.731 7.269
*
```

Summary:
Orbital gap ... 9.5 eV
LUMO level ... 0.3 eV

Here are the natural (NBO) charges for atoms 1 to 6, given in e: number 1, Pb, carries 1.5036; number 2, C, carries -0.2500; number 3, O, carries -0.5550; number 4, C, carries -0.0836; number 5, C, carries -0.0892; number 6, O, carries -0.5789

=====

[5]
Entry from the OMol25 dataset: a 2-piece molecular cluster, C6H14OSi overall in a non-equilibrium geometry (ωB97M-V/def2-TZVPD).

Structure (ORCA input):
```
! RIJCOSX wB97M-V def2-TZVPD def2/J DEFGRID3
* xyz 0 1
C 2.390 -0.762 -0.323
C 1.937 0.569 0.119
C -1.343 0.948 0.823
C -1.292 -1.609 0.493
C 1.658 1.574 -0.689
C -1.770 -0.261 -0.079
O -0.189 -0.955 -2.526
Si -1.035 0.065 -1.822
H 1.887 -1.428 0.310
H 3.416 -0.773 -0.152
H 2.061 0.772 1.148
H -0.690 0.433 1.590
H -0.728 1.672 0.292
H -2.141 1.372 1.357
H -0.303 -1.556 0.730
H -1.301 -2.481 -0.183
H -1.768 -1.976 1.359
H 1.796 1.648 -1.703
H 1.639 2.516 -0.313
H -2.964 -0.303 -0.303
H 2.053 -0.808 -1.385
H -1.537 1.280 -2.270
*
```

Summary:
SMILES string ... CC(C)[SiH]=O.C=CC
Orbital gap ... 10.3 eV
LUMO level ... 0.6 eV
Energy above the lowest of the compared OMol25 structures with the same formula, charge and spin ... 370.4 kJ/mol

Here are the natural (NBO) charges for atoms 1 to 6, given in e: number 1, C, carries -0.6631; number 2, C, carries -0.0995; number 3, C, carries -0.6166; number 4, C, carries -0.6149; number 5, C, carries -0.4671; number 6, C, carries -0.7068

=====

[6]
Entry from the OMol25 dataset: a 2-piece molecular cluster, C6H14S overall in a non-equilibrium geometry (ωB97M-V/def2-TZVPD).

Structure (ORCA input):
```
! RIJCOSX wB97M-V def2-TZVPD def2/J DEFGRID3
* xyz 0 1
C -1.533 -1.863 -0.652
C 0.303 0.400 -0.361
C 0.507 1.705 -0.954
C 2.063 -0.596 1.048
C -1.799 0.331 1.291
C 1.454 -0.529 -0.432
S -1.327 -0.129 -0.474
H -2.515 -2.268 -0.457
H -1.248 -2.056 -1.719
H 0.939 1.583 -1.974
H 1.232 2.238 -0.373
H -0.469 2.253 -1.060
H 2.767 -1.417 1.008
H 1.239 -0.914 1.772
H 2.498 0.417 1.379
H -2.503 -0.447 1.799
H -0.759 0.120 1.562
H -1.944 1.396 1.528
H 2.193 -0.147 -1.083
H 1.200 -1.497 -0.676
H -2.296 1.420 -1.172
*
```

Summary:
Orbital gap (alpha / beta) ... 6.1 / 7.0 eV
LUMO level (alpha / beta) ... -0.6 / -0.3 eV
Energy above the lowest of the compared OMol25 structures with the same formula, charge and spin ... 693.6 kJ/mol

Here are the natural (NBO) charges for atoms 1 to 6, given in e: number 1, C, carries -0.9186; number 2, C, carries -0.3641; number 3, C, carries -0.6515; number 4, C, carries -0.5910; number 5, C, carries -0.7641; number 6, C, carries -0.4367

=====

[7]
Entry from the OMol25 dataset: C6H15AgBr2NO2 as an isolated structure in a non-equilibrium geometry (ωB97M-V/def2-TZVPD).

Structure (ORCA input):
```
! RIJCOSX wB97M-V def2-TZVPD def2/J DEFGRID3
* xyz 0 2
Ag -0.466 -0.710 1.488
Br 0.774 0.037 3.718
Br -0.636 -3.476 1.811
C -2.304 -1.208 -1.329
O -1.058 -0.931 -0.696
C -0.009 -1.539 -1.446
C 1.376 -1.525 -0.766
N 1.489 -0.489 0.304
C 1.658 0.863 -0.290
C 0.882 1.877 0.518
O -0.457 1.466 0.748
C -1.257 2.461 1.343
H -2.210 -1.173 -2.420
H -2.993 -0.462 -0.951
H -2.641 -2.239 -1.187
H 0.084 -1.037 -2.416
H -0.212 -2.573 -1.736
H 2.224 -1.381 -1.444
H 1.607 -2.512 -0.365
H 2.331 -0.737 0.814
H 1.257 0.799 -1.305
H 2.686 1.220 -0.381
H 0.854 2.855 0.026
H 1.443 2.056 1.442
H -2.290 2.214 1.577
H -1.304 3.319 0.662
H -0.828 2.825 2.281
*
```

Summary:
<S²> ... 0.7619
Orbital gap (alpha / beta) ... 9.4 / 5.7 eV
LUMO level (alpha / beta) ... 0.5 / -2.8 eV
Energy above the lowest of the compared OMol25 structures with the same formula, charge and spin ... 47.0 kJ/mol

Here are the natural (NBO) charges for atoms 1 to 6, given in e: number 1, Ag, carries 0.9895; number 2, Br, carries -0.5235; number 3, Br, carries -0.5781; number 4, C, carries -0.2482; number 5, O, carries -0.5694; number 6, C, carries -0.0872

=====

[8]
Entry from the OMol25 dataset: C6H15AlFNO6P as an isolated structure (ωB97M-V/def2-TZVPD).

Structure (ORCA input):
```
! RIJCOSX wB97M-V def2-TZVPD def2/J DEFGRID3
* xyz -1 1
C 4.905 0.011 2.169
C 3.446 0.461 2.154
O 3.398 1.882 1.994
C 2.624 -0.285 1.094
Al 0.793 -0.923 1.613
P -0.795 0.868 1.270
N -0.184 2.260 0.854
O -1.925 0.391 0.163
O -1.749 1.048 2.571
H 5.456 0.439 3.007
H 5.372 0.334 1.232
H 4.978 -1.079 2.206
H 3.030 0.305 3.154
H 3.631 2.058 1.082
H 2.542 0.343 0.200
H 3.170 -1.190 0.804
H 0.736 -1.525 3.111
H 0.298 -2.059 0.552
H -0.569 2.648 0.000
H -1.578 0.596 -0.706
H -2.106 1.945 2.516
C -3.924 -0.573 -2.225
C -4.064 -1.641 -3.290
O -3.329 -1.101 -4.372
C -2.399 -0.231 -3.869
O -1.496 0.219 -4.484
O -2.669 0.012 -2.569
F -5.353 -1.829 -3.678
H -4.714 0.173 -2.324
H -3.883 -0.946 -1.207
H -3.642 -2.610 -3.021
*
```

Summary:
Orbital gap ... 7.3 eV
LUMO level ... 2.7 eV

Here are the natural (NBO) charges for atoms 1 to 6, given in e: number 1, C, carries -0.6197; number 2, C, carries 0.0988; number 3, O, carries -0.7192; number 4, C, carries -0.9862; number 5, Al, carries 0.8692; number 6, P, carries 1.6689

=====

[9]
Entry from the OMol25 dataset: C6H15AlNO2 as an isolated structure in a non-equilibrium geometry (ωB97M-V/def2-TZVPD).

Structure (ORCA input):
```
! RIJCOSX wB97M-V def2-TZVPD def2/J DEFGRID3
* xyz 3 1
Al 1.058 0.184 1.530
C 1.713 2.946 0.142
O 2.074 1.567 0.087
C 2.136 1.005 -1.199
C 0.739 0.482 -1.669
N 0.249 -0.611 -0.814
C -1.227 -0.712 -0.824
C -1.745 -1.691 0.242
O -1.126 -1.414 1.464
C -1.782 -2.015 2.590
H 1.403 3.179 1.168
H 0.885 3.270 -0.493
H 2.538 3.675 0.127
H 2.679 0.062 -1.110
H 2.434 1.724 -1.964
H 0.862 0.076 -2.679
H 0.070 1.344 -1.665
H 0.604 -1.446 -1.296
H -1.667 -0.954 -1.801
H -1.684 0.263 -0.637
H -1.672 -2.734 -0.078
H -2.807 -1.427 0.282
H -2.756 -1.603 2.859
H -1.049 -2.095 3.393
H -1.928 -3.077 2.346
*
```

Summary:
Orbital gap ... 4.4 eV
LUMO level ... -18.0 eV
Energy above the lowest of the compared OMol25 structures with the same formula, charge and spin ... 0.0 kJ/mol

Here are the natural (NBO) charges for atoms 1 to 6, given in e: number 1, Al, carries 1.7428; number 2, C, carries -0.3381; number 3, O, carries -0.5534; number 4, C, carries -0.0733; number 5, C, carries -0.2711; number 6, N, carries -0.5014

=====

[10]
Entry from the OMol25 dataset: a 2-piece molecular cluster, C6H15B overall in a non-equilibrium geometry (ωB97M-V/def2-TZVPD).

Structure (ORCA input):
```
! RIJCOSX wB97M-V def2-TZVPD def2/J DEFGRID3
* xyz 0 1
B -2.175 -0.398 0.860
C -2.199 -1.354 -0.373
C -2.184 1.138 0.743
C 1.680 -1.210 -0.725
C 2.513 1.205 -0.831
C 1.233 0.410 1.129
C 1.734 0.180 -0.090
H -2.984 -2.224 -0.391
H -1.371 -1.811 -0.781
H -2.623 -0.867 -1.303
H -3.019 1.594 1.221
H -2.289 1.542 -0.271
H -1.345 1.688 1.076
H 0.631 -1.115 -1.224
H 1.593 -2.050 0.051
H 2.619 -1.334 -1.361
H 1.870 1.861 -1.513
H 3.205 0.599 -1.427
H 3.079 1.826 -0.110
H -1.878 -0.774 1.955
H 0.888 -0.342 1.907
H 1.022 1.436 1.457
*
```

Summary:
SMILES string ... C=C(C)C.CBC
Orbital gap ... 9.8 eV
LUMO level ... 0.8 eV
Energy above the lowest of the compared OMol25 structures with the same formula, charge and spin ... 208.4 kJ/mol

Here are the natural (NBO) charges for atoms 1 to 6, given in e: number 1, B, carries 0.6969; number 2, C, carries -1.0223; number 3, C, carries -1.0177; number 4, C, carries -0.6564; number 5, C, carries -0.6499; number 6, C, carries -0.4346

=====

[11]
Entry from the OMol25 dataset: C6H15BCsF4NO2 as an isolated structure in a non-equilibrium geometry (ωB97M-V/def2-TZVPD).

Structure (ORCA input):
```
! RIJCOSX wB97M-V def2-TZVPD def2/J DEFGRID3
* xyz 0 1
Cs 0.585 -6.015 0.240
B 5.378 -4.489 0.923
F 4.920 -5.664 1.499
F 6.642 -4.219 1.350
F 5.187 -4.619 -0.410
F 4.427 -3.579 1.327
C -1.208 -1.737 3.032
O -1.249 -1.388 1.624
C -0.625 -0.190 1.258
C -0.457 0.002 -0.302
N -1.690 0.350 -1.054
C -2.177 1.695 -0.740
C -1.297 2.877 -1.245
O -1.819 3.295 -2.508
C -1.121 4.407 -3.000
H -2.046 -2.385 3.291
H -1.117 -0.847 3.654
H -0.313 -2.299 3.302
H 0.399 -0.176 1.632
H -1.206 0.598 1.737
H 0.019 -0.873 -0.744
H 0.316 0.749 -0.483
H -1.567 0.316 -2.056
H -2.372 1.833 0.324
H -3.115 1.685 -1.294
H -0.254 2.619 -1.426
H -1.421 3.723 -0.569
H -1.088 5.132 -2.187
H -1.581 5.046 -3.754
H -0.148 4.154 -3.422
*
```

Summary:
Orbital gap ... 7.6 eV
LUMO level ... -1.5 eV
Energy above the lowest of the compared OMol25 structures with the same formula, charge and spin ... 318.9 kJ/mol

Here are the natural (NBO) charges for atoms 1 to 6, given in e: number 1, Cs, carries 0.9976; number 2, B, carries 1.3148; number 3, F, carries -0.5986; number 4, F, carries -0.5511; number 5, F, carries -0.5732; number 6, F, carries -0.5907

=====

[12]
Entry from the OMol25 dataset: a 2-piece molecular cluster, C6H15BN6OPS overall in a non-equilibrium geometry (ωB97M-V/def2-TZVPD).

Structure (ORCA input):
```
! RIJCOSX wB97M-V def2-TZVPD def2/J DEFGRID3
* xyz 1 1
C -1.447 -0.374 -0.664
N -0.388 0.336 -1.393
C -0.508 1.809 -1.354
B 0.907 -0.145 -0.961
O 1.620 -1.044 -1.661
C 1.510 0.377 0.442
N 2.537 1.213 0.434
C 2.773 1.522 1.717
N 3.708 2.371 2.187
N 1.917 0.858 2.515
P 1.698 0.770 4.257
S 0.302 1.890 4.937
N 1.094 0.149 1.691
H -2.332 0.231 -0.523
H -1.717 -1.257 -1.225
H -1.141 -0.737 0.334
H 0.395 2.314 -1.009
H -1.338 2.134 -0.736
H -0.698 2.176 -2.357
H 1.746 -0.797 -2.582
H 3.419 3.100 2.814
H 4.656 2.319 1.870
H 1.394 -0.591 4.424
H 2.977 0.964 4.797
H 0.312 -0.423 1.969
C -4.092 -3.648 -3.309
C -3.517 -2.308 -3.342
N -3.074 -1.250 -3.370
H -3.342 -4.378 -3.606
H -4.436 -3.878 -2.303
H -4.934 -3.703 -3.995
*
```

Summary:
Orbital gap ... 8.2 eV
LUMO level ... -3.6 eV

Here are the natural (NBO) charges for atoms 1 to 6, given in e: number 1, C, carries -0.3926; number 2, N, carries -0.7278; number 3, C, carries -0.4154; number 4, B, carries 1.1225; number 5, O, carries -0.8659; number 6, C, carries 0.1699

=====

Number 1: M 118.176 u, energy -387.3662 Eh. Number 2: M 118.176 u, energy -387.2046 Eh. Number 3: M 190.347 u, energy -1041.8176 Eh. Number 4: M 373.373 u, energy -806.0293 Eh. Number 5: M 130.263 u, energy -601.6601 Eh. Number 6: M 118.245 u, energy -634.8908 Eh. Number 7: M 400.867 u, energy -5737.7862 Eh. Number 8: M 274.141 u, energy -1427.5809 Eh. Number 9: M 160.173 u, energy -683.8827 Eh. Number 10: M 97.998 u, energy -262.3627 Eh. Number 11: M 352.900 u, energy -887.4252 Eh. Number 12: M 261.080 u, energy -1405.5881 Eh.